The following is a quantum chemistry calculation of a structure of composition C30H55N4O2P2Re, from the Open Molecules 2025 dataset.

**Charge**: +3
**Multiplicity**: 4
**Relative energy (zero: lowest compared OMol25 entry of this formula, charge and spin)**: 0.0 kcal per mole
**⟨S²⟩**: 3.775

```
94
Properties=species:S:1:pos:R:3:forces:R:3
C 2.40636 -1.28344 -1.81160 -0.02 0.10 0.41
C 1.30788 0.57226 -2.79800 0.13 -0.34 0.21
C 3.28259 -1.35225 -2.88922 -0.17 -0.29 0.14
C 2.09131 0.45782 -3.93719 -0.61 0.30 0.21
C 3.10430 -0.49747 -3.96797 0.27 0.00 0.12
H 4.05410 -2.12015 -2.86754 -0.19 0.15 -0.22
H 1.89334 1.11773 -4.78044 0.13 -0.19 0.14
H 3.74366 -0.57823 -4.84166 -0.04 0.00 0.10
N 1.51595 -0.26118 -1.73821 -0.83 -0.15 0.42
P 0.67054 -2.27898 0.13448 0.86 -3.78 -0.56
P 0.08875 2.20643 -0.81114 0.13 2.23 -2.18
C 2.34413 -2.31689 -0.70426 0.08 0.22 0.03
H 2.52725 -3.32593 -1.10330 0.04 0.36 0.05
H 3.12078 -2.12369 0.05668 -0.22 -0.04 -0.23
C 0.14271 1.48799 -2.61515 -1.27 0.06 0.85
H 0.11563 2.31170 -3.33324 -0.26 -0.48 -0.16
C -1.54693 3.20001 -0.68776 -0.47 -0.17 0.10
C 1.52442 3.44700 -0.75321 -0.07 -0.35 0.10
C -0.40673 -3.40574 -0.98138 -0.05 0.18 0.07
C 0.97746 -3.18512 1.77152 -0.07 0.38 0.30
C -2.61282 2.34397 0.01482 -0.05 -0.24 0.06
H -2.30520 2.07235 1.03196 -0.14 0.14 -0.19
H -3.54479 2.92825 0.07183 0.32 -0.20 0.00
H -2.82347 1.41627 -0.52672 -0.10 0.24 0.16
C -1.39325 4.47981 0.14178 0.18 0.19 0.14
H -1.03095 4.26733 1.15468 -0.13 0.13 -0.19
H -0.74792 5.22411 -0.33401 -0.23 -0.23 0.22
H -2.39053 4.93841 0.23345 0.28 -0.22 -0.03
C -2.05596 3.55913 -2.08609 0.00 0.02 -0.24
H -2.98363 4.14239 -1.97875 0.26 -0.18 0.00
H -1.35150 4.17387 -2.65942 -0.21 -0.13 0.12
H -2.30124 2.65897 -2.66186 -0.04 0.33 0.13
C 1.64150 3.92853 0.71335 0.23 0.19 0.10
H 1.24343 3.19557 1.43264 0.06 0.21 -0.09
H 2.70322 4.06791 0.95904 -0.27 0.01 -0.02
H 1.13493 4.88609 0.87481 0.12 -0.35 0.03
C 2.85059 2.76624 -1.14298 -0.05 -0.17 0.00
H 3.12360 1.96647 -0.44386 0.06 0.15 -0.24
H 2.82824 2.36836 -2.16506 0.13 0.18 0.26
H 3.63987 3.53347 -1.09864 -0.24 -0.31 0.01
C 1.29014 4.60581 -1.74518 0.25 0.31 -0.21
H 0.66985 4.33446 -2.61018 0.19 0.12 0.24
H 0.86319 5.49119 -1.25967 0.07 -0.31 -0.27
H 2.26416 4.91633 -2.15418 -0.32 -0.06 0.14
C -0.39001 -3.45261 2.41292 -0.11 -0.07 0.16
H -0.22817 -3.92728 3.39208 -0.05 0.13 -0.24
H -0.94328 -2.51643 2.57613 0.07 -0.25 -0.01
H -1.01296 -4.13021 1.81766 0.19 0.17 0.24
C 1.79866 -2.27949 2.70539 -0.09 0.27 0.00
H 2.77362 -2.01745 2.27236 -0.13 -0.09 0.19
H 1.26956 -1.35402 2.98209 0.20 -0.41 -0.15
H 1.98295 -2.83778 3.63635 0.00 0.21 -0.30
C 1.77248 -4.48822 1.59611 0.02 -0.30 -0.11
H 2.62350 -4.37538 0.91393 -0.11 -0.10 0.21
H 2.17679 -4.77232 2.57780 -0.07 0.14 -0.24
H 1.15702 -5.32665 1.26127 0.25 0.28 0.08
C -0.09845 -3.09096 -2.44916 0.05 0.32 -0.05
H 0.91437 -3.39400 -2.74708 -0.26 -0.05 0.05
H -0.81481 -3.63397 -3.08469 0.25 0.14 0.19
H -0.21678 -2.01964 -2.65280 0.05 -0.36 -0.07
C -1.88270 -3.08370 -0.68596 -0.11 0.06 -0.03
H -2.16631 -2.10578 -1.10105 -0.03 -0.39 0.12
H -2.51349 -3.85424 -1.15679 0.16 0.27 0.16
H -2.10247 -3.06648 0.38943 -0.04 -0.08 -0.31
C -0.15914 -4.90697 -0.78535 0.00 -0.19 0.01
H 0.89510 -5.17888 -0.92541 -0.27 0.01 0.09
H -0.52045 -5.27806 0.17963 0.15 0.07 -0.30
H -0.73172 -5.44000 -1.56027 0.15 0.20 0.19
Re 0.22890 -0.00661 -0.02351 -2.69 0.12 1.00
C 1.72920 0.44412 1.06131 5.80 1.34 3.88
O 2.69018 0.73602 1.69998 -4.48 -1.27 -3.00
N -1.39892 -0.13174 -1.56085 1.54 1.04 0.09
C -1.23143 0.48697 -2.62864 0.70 0.64 -0.52
C -2.07606 0.35386 -3.94180 0.01 0.04 -0.12
C -1.66682 1.38180 -4.98288 0.21 0.40 -0.09
C -1.78591 -1.01926 -4.53628 0.19 -0.62 0.10
C -3.56580 0.48446 -3.57836 -0.42 -0.04 0.34
H -1.82629 2.40860 -4.64316 0.02 -0.08 -0.15
H -0.61445 1.25263 -5.26037 -0.16 0.08 -0.10
H -2.27109 1.23431 -5.88659 0.14 0.00 0.25
H -2.09250 -1.81663 -3.85064 0.05 0.13 -0.18
H -2.32916 -1.16382 -5.47974 0.07 0.24 0.26
H -0.71462 -1.12337 -4.75092 -0.15 -0.11 -0.03
H -4.09322 1.14764 -4.27550 0.20 -0.19 0.13
H -4.05276 -0.49719 -3.60736 0.07 0.22 0.03
H -3.70564 0.88416 -2.56814 -0.11 -0.01 -0.23
N 0.18321 0.55565 3.77113 -0.57 0.21 -0.60
C -0.99306 0.17385 3.18944 0.02 -0.28 1.63
N -1.95051 -0.24352 4.05555 0.42 0.38 -1.17
O -1.19515 0.12472 1.94396 1.25 0.03 -1.70
H 0.21154 0.61088 4.78260 0.17 0.14 -0.24
H 0.82487 1.15641 3.26092 -0.32 -0.29 0.36
H -2.88439 -0.41906 3.70001 0.29 -0.09 0.16
H -1.81561 -0.13472 5.04890 -0.22 0.01 -0.05
```
Forces are in eV/Å.

---

The following is a quantum chemistry calculation of the ion C30H56ClINO11P2 with charge -1, from the Open Molecules 2025 dataset.

**E**: -3499.0490 Ha
**Charge**: -1
**Multiplicity**: 1

```
102
Properties=species:S:1:pos:R:3:forces:R:3
C 5.74343 1.31359 -0.07616 0.73 -0.15 0.79
C 5.50907 2.41889 1.11372 0.43 -0.04 -0.31
C 3.88775 2.81606 1.31850 3.24 -0.16 -0.34
O 3.19320 1.99698 0.35272 0.41 1.17 3.18
P 1.47872 1.88264 0.51459 -0.17 -0.09 -2.56
C 1.49360 2.90643 -1.14345 0.74 0.94 -1.53
C 1.50102 0.94181 2.22452 0.19 1.19 1.93
O 2.64726 0.02548 2.34313 -0.39 -0.03 2.74
C 3.12928 -0.08308 3.72852 1.62 -0.54 -0.88
O 2.19948 -0.73677 4.66414 1.43 -1.09 -0.97
C 2.47206 -2.19162 4.77339 -0.75 -0.70 0.78
C 3.71006 -2.54855 5.81984 0.23 0.20 -1.11
O 4.62723 -3.55748 5.19628 -1.16 1.14 -0.74
P 1.12979 3.64591 1.78164 -0.68 2.18 1.38
C -0.76313 3.71463 2.23941 -0.36 1.00 0.16
C 1.44600 5.28665 0.87322 -0.35 2.15 -0.49
C 0.06703 5.98950 0.23913 1.12 0.61 1.07
O -0.26296 1.80391 0.27171 -1.39 -3.65 -1.43
C -0.79490 0.51544 -0.28569 -0.67 0.22 1.46
C -1.89227 0.57190 -1.50202 -0.78 0.87 0.14
C -1.71188 1.79629 -2.56843 -1.48 -0.75 -1.03
C -3.19585 2.43803 -2.99723 1.44 0.59 0.77
O -2.85039 3.67973 -3.76649 0.94 -2.15 -0.33
C -1.75549 -0.09990 0.93982 0.25 -1.61 -1.25
O -2.60035 0.91911 1.58108 -0.35 -2.84 0.73
C -3.53691 0.15055 2.46634 -0.46 0.30 0.97
C -4.90137 -0.34725 1.65866 1.36 -1.01 -0.72
O -6.13277 -0.25253 2.46066 0.30 1.36 -2.21
C -7.19043 0.50560 1.76783 -1.12 0.81 0.23
C -8.27383 -0.42291 0.95945 -0.48 0.35 0.46
C 0.52448 -0.43699 -0.67580 0.96 1.81 0.33
I 0.97227 -0.68750 -2.85051 -1.20 4.35 0.71
C 0.32217 -2.01422 -0.26194 0.77 -0.29 1.32
Cl 1.23472 -3.03020 -1.57027 -0.61 -2.42 3.10
C 0.97604 -2.45287 1.17127 1.00 -1.29 0.39
C 0.53797 -4.00806 1.60438 -0.27 -0.02 -0.36
O 1.72581 0.29624 -0.24842 -3.04 -2.13 -0.21
H 5.41368 1.71307 -1.14048 0.55 -0.98 2.40
H 5.20055 0.31653 0.23466 0.88 2.08 -0.98
H 6.91339 1.07746 -0.08649 -2.41 0.52 -0.15
H 6.15536 3.36908 0.82931 -1.39 -1.77 0.67
H 5.95451 2.00339 2.13314 -0.90 0.76 -2.12
H 3.70727 2.59164 2.45243 -0.29 0.52 -2.27
H 3.89292 3.98883 1.08963 -0.67 -2.48 0.57
H 2.52562 3.50494 -1.18939 -2.32 -1.14 -0.10
H 0.60949 3.66534 -1.22262 1.57 -1.36 0.19
H 1.47171 2.23419 -2.09784 -0.01 1.04 1.66
H 0.46514 0.48928 2.51112 1.87 0.39 -0.57
H 1.70329 1.81139 3.01859 -0.57 -1.96 -1.34
H 3.52643 0.96502 4.12605 -1.51 -2.03 -0.57
H 4.09747 -0.77981 3.68673 -1.94 1.47 -0.23
H 2.63843 -2.70351 3.71624 -0.13 1.22 2.07
H 1.50006 -2.70382 5.24023 1.95 1.37 -1.18
H 4.36506 -1.59098 5.99052 -1.55 -1.65 0.01
H 3.28677 -3.01630 6.82914 1.13 1.08 -2.29
H 4.68293 -3.37773 4.20436 -0.26 -0.11 2.09
H -1.07829 2.75501 2.83452 0.64 1.89 -1.33
H -1.44517 3.89631 1.30641 1.15 -0.63 1.88
H -0.85287 4.67059 2.94817 0.09 -2.07 -1.37
H 2.33529 5.26134 0.08448 -2.14 -0.24 1.63
H 1.80977 6.06539 1.70265 -0.69 -1.67 -1.65
H 0.43625 6.88964 -0.41625 -1.02 -1.79 0.90
H -0.62175 5.22457 -0.31773 1.38 1.69 1.00
H -0.47117 6.47967 1.18484 0.79 -1.22 -2.24
H -2.96209 0.72907 -0.99531 2.30 -0.18 -0.93
H -1.97539 -0.49611 -2.02930 0.52 2.37 1.06
H -1.29439 1.31666 -3.57830 -0.54 1.31 2.21
H -1.08041 2.70658 -2.19797 -1.03 -2.06 -0.52
H -3.77450 2.82765 -2.03353 1.13 -1.02 -2.13
H -3.83864 1.70395 -3.64496 1.14 1.35 1.27
H -1.99594 3.43683 -4.25814 -1.88 0.56 1.07
H -1.15411 -0.72791 1.72173 -0.98 1.42 -1.16
H -2.47499 -0.87891 0.39090 1.40 1.40 1.17
H -3.88340 0.84166 3.37146 0.76 -1.22 -2.16
H -2.95056 -0.75713 2.96361 -1.30 1.80 -1.17
H -4.76511 -1.48665 1.34585 -0.31 2.32 0.68
H -4.92515 0.26526 0.66041 -0.20 -0.93 1.95
H -6.77623 1.36000 1.05993 -0.50 -1.94 1.40
H -7.80255 1.07594 2.61627 1.35 -1.28 -1.74
H -9.02134 -0.87233 1.75914 1.62 0.69 -1.72
H -8.93023 0.29851 0.27373 1.52 -1.63 1.33
H -7.79636 -1.29662 0.32586 -0.90 1.95 1.29
H -0.78212 -2.39897 -0.29889 2.05 1.08 -0.18
H 0.74102 -1.74438 2.07233 0.28 -1.11 -2.00
H 2.16655 -2.49084 1.09184 -2.72 0.48 -0.12
H 0.34775 -4.69144 0.65040 0.56 1.56 1.96
H -0.47750 -4.01082 2.21780 2.21 0.02 -1.11
H 1.41646 -4.51002 2.23216 -2.05 1.12 -1.23
C 0.35109 -6.41361 -7.43288 -0.02 0.10 0.06
C 1.45009 -5.71439 -6.93144 -0.40 0.13 0.06
C 1.25719 -4.55789 -6.17335 -0.11 -0.01 0.00
C -0.04672 -4.11109 -5.91850 0.16 -0.95 -0.31
C -1.15158 -4.80681 -6.42716 0.08 0.00 0.01
C -0.94603 -5.96051 -7.18636 0.35 0.22 0.14
N -0.25684 -2.91034 -5.10086 -0.17 0.85 0.72
O 0.74651 -2.31199 -4.68497 -1.34 -1.84 -2.79
O -1.42483 -2.56615 -4.86983 1.50 -0.33 -0.40
H 0.50634 -7.31799 -8.01871 -0.03 0.19 0.11
H 2.45801 -6.07297 -7.12909 -0.20 0.12 0.07
H 2.12405 -4.02435 -5.78963 -0.37 0.02 0.03
H -2.16878 -4.46847 -6.24119 0.36 0.09 0.10
H -1.79731 -6.50930 -7.58309 0.14 0.15 0.11
```
Forces are in eV/Å.

---

The following is a quantum chemistry calculation of a cluster of 7 separate species, C30H56O9 in total, from the Open Molecules 2025 dataset.

**SMILES**: O=CC[C@@H]1CCC(=O)O1.C1CCOC1.C1CCOC1.C1CCOC1.C1CCOC1.C1CCOC1.C1CCOC1
**Multiplicity**: 1
**Relative energy (zero: lowest compared OMol25 entry of this formula, charge and spin)**: 62.1 kcal per mole

```
95
Properties=species:S:1:pos:R:3:forces:R:3
O 5.47016 0.51290 -0.83047 -3.94 6.77 2.43
C 4.80122 1.59880 -0.41198 1.56 -4.71 -0.94
C 3.46358 1.42248 0.53540 -0.24 -0.36 -0.20
C 2.08459 1.22558 -0.35514 1.30 -0.23 -0.25
C 1.09599 2.51637 -0.59419 -1.91 -0.68 -0.24
C -0.16655 2.12880 0.43265 0.33 -0.48 -0.94
C -0.08566 0.48200 0.14855 -3.13 -1.44 -1.01
O -1.01962 -0.35436 -0.31013 6.62 5.10 3.24
O 1.33967 0.24095 0.49834 -3.01 0.51 -2.70
H 5.09958 2.69657 -0.70366 -0.24 -2.10 0.29
H 3.56839 0.42336 1.17832 -0.04 2.28 -1.49
H 3.25956 2.32708 1.25805 0.76 -1.65 -1.43
H 2.35543 0.69831 -1.39096 -0.66 1.10 2.31
H 1.52329 3.60460 -0.54570 -0.55 -2.32 0.40
H 0.54073 2.45040 -1.64004 1.58 0.00 1.92
H -1.19717 2.64276 0.12759 2.41 -1.33 0.77
H 0.11341 2.30833 1.55790 -0.69 -0.39 -2.24
C 3.12330 -2.88534 4.29025 -0.11 -0.55 -0.33
C 4.01175 -2.37030 5.39303 -0.01 0.06 0.65
C 4.81443 -1.30337 4.68099 0.35 0.23 -0.22
O 3.97530 -0.77265 3.64594 -0.04 -0.25 0.18
C 2.83083 -1.62560 3.50489 -0.26 0.33 -0.19
H 2.21918 -3.38271 4.65034 0.09 0.07 -0.08
H 3.67987 -3.59434 3.66584 -0.11 0.05 0.05
H 3.39947 -1.91432 6.17998 0.10 -0.06 -0.04
H 4.63744 -3.14113 5.85004 -0.05 0.11 -0.05
H 5.70486 -1.72732 4.20478 0.05 -0.01 0.09
H 5.12733 -0.49722 5.35082 -0.04 0.00 -0.15
H 1.96559 -1.09406 3.91581 -0.08 -0.07 -0.05
H 2.64738 -1.82439 2.44540 0.05 0.13 0.07
C -3.73237 0.98440 3.34957 0.29 -0.40 0.42
C -4.75479 2.09138 3.34782 -0.62 0.09 -0.07
C -3.93274 3.28122 2.90270 0.22 0.40 0.03
O -2.89994 2.77610 2.04520 -0.22 -0.10 0.20
C -2.87153 1.34661 2.15918 0.08 -0.09 -0.38
H -4.16697 -0.01545 3.27283 0.10 0.09 0.00
H -3.13702 1.03050 4.26922 -0.06 -0.07 -0.10
H -5.53286 1.87628 2.60592 0.03 0.05 0.09
H -5.23840 2.24504 4.31582 0.05 0.02 -0.12
H -3.44972 3.77167 3.75447 -0.09 0.05 0.03
H -4.52804 4.02405 2.36392 0.14 -0.02 -0.03
H -3.28059 0.92957 1.23248 0.10 -0.13 0.00
H -1.83831 1.00587 2.26897 -0.11 0.09 -0.05
C -5.78241 3.48329 -2.24202 -0.39 -0.45 -0.30
C -5.22713 3.76229 -0.86922 -0.14 0.32 0.54
C -3.73748 3.62367 -1.09582 0.48 -0.13 0.02
O -3.48487 4.01378 -2.45270 -0.37 -0.06 0.09
C -4.74015 4.11401 -3.13933 0.26 0.29 -0.26
H -6.78444 3.88940 -2.40171 0.12 -0.04 -0.02
H -5.81884 2.40108 -2.41474 -0.03 0.12 -0.01
H -5.46609 4.79098 -0.57466 0.02 -0.11 0.03
H -5.60565 3.08858 -0.09634 0.08 0.06 -0.06
H -3.41301 2.58399 -0.98110 -0.01 -0.02 0.13
H -3.15026 4.24934 -0.41746 0.01 -0.08 -0.12
H -4.94787 5.17725 -3.30184 -0.08 -0.02 -0.08
H -4.66893 3.61968 -4.11208 0.11 0.06 0.08
C -2.91845 -3.00438 0.23001 0.41 -0.06 -0.50
C -4.29638 -3.46188 0.63342 -0.59 0.08 -0.11
C -4.04040 -4.07939 1.99092 0.07 -0.28 0.32
O -2.93547 -3.37066 2.56882 -0.16 -0.01 -0.26
C -2.33346 -2.55775 1.55197 0.17 0.27 0.29
H -2.92121 -2.21316 -0.52394 0.08 -0.10 0.15
H -2.34638 -3.85264 -0.16436 -0.05 0.11 0.00
H -4.95954 -2.59489 0.73643 0.01 -0.08 -0.01
H -4.75277 -4.15945 -0.07341 0.06 0.05 0.09
H -3.75184 -5.13199 1.90077 -0.11 -0.04 -0.03
H -4.90842 -4.01101 2.65298 0.14 0.00 0.05
H -2.58729 -1.51369 1.76538 0.10 0.04 -0.10
H -1.24605 -2.66696 1.58826 -0.11 0.02 0.09
C -1.57142 -5.85683 -4.05141 0.18 0.56 -0.32
C -0.97713 -6.86468 -3.10178 0.32 -0.57 -0.02
C -1.80907 -6.65460 -1.85543 -0.15 0.12 0.41
O -3.10797 -6.22809 -2.28912 0.29 0.00 -0.19
C -3.03852 -5.90260 -3.68428 -0.44 -0.10 0.00
H -1.38829 -6.08408 -5.10464 -0.05 0.04 0.11
H -1.16381 -4.86133 -3.83890 -0.05 -0.09 -0.07
H -1.13498 -7.87784 -3.48993 0.06 0.08 0.07
H 0.09325 -6.72782 -2.92836 -0.13 -0.02 0.01
H -1.38981 -5.86206 -1.22657 0.09 -0.06 0.04
H -1.90170 -7.56419 -1.25500 -0.10 0.12 -0.02
H -3.56128 -6.69053 -4.23739 0.00 0.06 -0.09
H -3.54692 -4.95189 -3.86693 -0.02 -0.10 0.12
C 8.02858 4.29195 -4.32214 0.18 0.55 -0.31
C 8.62287 3.28410 -3.37251 0.30 -0.59 -0.02
C 7.79093 3.49418 -2.12616 -0.06 0.06 0.48
O 6.49203 3.92069 -2.55985 0.22 0.01 -0.17
C 6.56148 4.24618 -3.95501 -0.47 -0.11 -0.05
H 8.21171 4.06470 -5.37537 -0.06 0.04 0.12
H 8.43619 5.28745 -4.10963 -0.05 -0.09 -0.08
H 8.46502 2.27094 -3.76066 0.06 0.09 0.08
H 9.69325 3.42096 -3.19909 -0.13 -0.02 0.01
H 8.21019 4.28672 -1.49730 0.08 -0.04 0.02
H 7.69830 2.58459 -1.52573 -0.12 0.09 -0.05
H 6.03872 3.45825 -4.50812 0.01 0.06 -0.08
H 6.05308 5.19689 -4.13766 -0.02 -0.10 0.12
```
Forces are in eV/Å.

---

What is the multiplicity in the second record?
1